Entry 1:
# C29H58N2O6Si2

A molecular structure, C29H58N2O6Si2 in a non-equilibrium geometry (wB97M-V/def2-TZVPD, the Open Molecules 2025 dataset).

The HOMO energy (spin up / spin down) is -0.290 / -0.290 hartree. The spin multiplicity is 3. As for the net charge: 0. As for the expectation value of S²: 2.01. For the HOMO-LUMO gap (spin up / spin down), the calculation gives 8.434 / 7.940 eV.

Cartesian coordinates (Å):
Si 0.087 -2.028 3.771
Si -1.490 -0.322 2.080
O -1.625 3.365 2.953
O -5.391 0.196 2.601
O -1.150 2.393 -1.441
O 3.870 -3.513 1.118
O -0.523 -1.676 2.262
O -5.997 -1.488 3.919
N 4.141 -2.800 0.074
N -0.802 3.013 -2.520
C -0.258 3.660 2.381
C 5.929 -2.431 -1.623
C -7.604 1.749 3.294
C 1.769 -1.218 4.046
C 1.802 -0.158 5.124
C 1.815 -1.994 0.354
C 2.870 -2.465 -0.637
C 0.370 2.313 -3.132
C -6.246 -0.440 3.402
C -1.751 4.298 -4.440
C -7.556 0.250 3.652
C -2.005 3.207 -3.385
C 4.666 -4.613 -1.583
C 3.075 -1.277 -1.593
C -0.043 1.060 -3.910
C 1.370 1.905 -2.056
C 6.295 -4.029 0.194
C -4.350 -0.634 2.061
C 0.950 -0.031 6.188
C 1.136 3.284 -4.065
C 5.214 -3.470 -0.724
C 3.392 -4.265 -2.355
C -1.241 1.262 -4.836
C 2.343 -3.662 -1.423
C -3.176 3.725 -2.559
C -3.113 -0.656 2.980
C -2.402 1.907 -4.083
C -0.568 1.155 2.773
C -1.084 2.436 2.095
H 2.992 -5.168 -2.818
H 5.859 -1.428 -1.202
H -1.039 4.011 -5.209
H 0.812 0.704 -4.488
H 7.113 -4.420 -0.410
H 1.672 2.762 -1.452
H 2.208 3.098 -4.021
H 3.693 -1.506 -2.458
H -1.813 -0.119 0.652
H 5.929 -4.847 0.811
H -4.700 -1.637 1.843
H -3.266 0.055 3.791
H -2.782 1.196 -3.343
H -2.904 4.632 -2.017
H 6.695 -3.255 0.850
H -4.089 -0.170 1.113
H 0.986 4.321 -3.765
H 2.187 -1.164 0.955
H 0.342 0.865 6.281
H 6.990 -2.659 -1.709
H -0.290 0.263 -3.201
H 0.408 3.520 3.221
H 2.260 1.491 -2.529
H 2.001 -4.436 -0.728
H -0.961 1.867 -5.702
H 2.110 -0.955 -1.986
H 3.521 -0.429 -1.070
H 3.617 -3.579 -3.176
H 0.310 -3.489 3.797
H -7.693 2.354 4.192
H -8.477 1.970 2.686
H -3.227 2.104 -4.770
H -3.095 -1.641 3.443
H 1.465 -3.359 -1.998
H 0.849 3.183 -5.111
H 2.546 -1.973 4.205
H -0.742 1.340 3.831
H 4.452 -5.474 -0.942
H -4.009 3.963 -3.220
H 5.536 -2.406 -2.639
H -6.728 2.083 2.751
H -0.923 -1.620 4.767
H 5.441 -4.936 -2.281
H -1.558 0.296 -5.233
H 0.973 1.139 -1.392
H 0.498 1.119 2.560
H -0.537 4.641 2.033
H -7.783 0.156 4.709
H 0.878 -0.751 6.996
H -2.681 4.529 -4.959
H -1.490 2.345 1.094
H -3.533 2.990 -1.841
H 2.568 0.610 5.013
H 2.015 -0.698 3.121
H -1.394 5.216 -3.971
H 1.488 -2.786 1.022
H -8.346 -0.282 3.130
H 0.929 -1.649 -0.179

Cartesian forces, eV/Å:
0.41 -0.64 -0.35
0.10 -0.72 0.54
-0.48 -0.33 0.45
-0.38 -0.14 -0.77
0.09 0.53 0.51
0.20 0.50 0.45
-0.18 0.57 0.30
0.31 -1.12 0.17
-0.84 -2.08 0.13
-0.76 -2.16 0.17
-2.58 -0.27 1.67
-0.12 0.17 -0.12
-0.29 -0.08 -0.01
0.63 -0.42 1.21
-0.45 0.07 0.39
0.06 -0.28 0.38
-0.46 1.45 -0.81
1.42 0.68 -0.80
-0.43 0.22 0.55
0.26 -0.01 -0.14
0.00 1.32 -0.05
-0.47 1.32 -0.96
-0.54 -0.22 0.00
0.24 -0.03 -0.18
-0.52 -0.27 -0.01
-0.24 -0.07 0.50
-0.18 -0.16 0.50
1.02 0.64 0.05
0.57 0.04 -0.27
-0.11 0.15 -0.15
1.32 0.67 -0.90
0.06 0.07 0.06
0.04 0.08 0.04
0.20 -0.52 -0.07
-0.03 -0.21 0.49
-0.44 -0.25 -0.37
0.21 -0.49 0.01
-0.64 0.75 -0.91
1.46 0.28 -0.42
0.02 0.00 -0.02
-0.04 0.00 0.02
0.04 0.00 0.05
0.10 0.08 0.07
-0.03 0.07 -0.12
-0.02 0.02 0.00
-0.01 -0.13 0.05
0.05 -0.01 0.05
0.21 -0.01 -0.10
-0.09 0.10 0.07
-0.27 -0.07 0.20
0.02 0.14 0.02
0.06 0.08 0.11
0.03 -0.01 0.01
-0.02 0.02 0.00
-0.24 0.17 -0.09
-0.04 0.00 0.01
0.04 -0.01 -0.01
1.30 0.86 1.08
-0.02 -0.14 0.04
-0.01 0.09 0.10
0.70 0.37 -0.35
-0.03 0.05 -0.13
0.07 0.06 0.11
0.00 0.04 0.03
-0.06 -0.06 0.10
-0.01 -0.01 0.03
0.00 0.03 0.03
-0.15 -0.03 0.06
0.08 0.07 0.09
-0.04 0.05 -0.09
-0.02 0.14 0.04
0.26 -0.03 0.21
-0.01 0.14 0.05
-0.07 0.05 0.02
-0.05 -0.23 -0.33
0.20 -0.35 0.20
0.00 0.08 0.11
0.07 0.01 -0.11
-0.06 0.05 0.03
0.09 -0.04 -0.07
0.06 0.03 0.11
0.11 0.07 0.07
0.02 0.00 -0.01
-0.09 0.10 0.05
0.14 -0.35 0.14
1.33 0.10 -1.10
0.09 -0.36 0.12
-1.39 -0.99 -0.89
-0.07 -0.04 0.09
-0.33 0.10 -0.06
0.11 0.00 0.05
-1.02 0.97 -1.09
0.21 -0.03 -0.09
0.00 -0.01 0.03
0.12 -0.03 0.04
0.11 -0.27 -0.17
0.05 0.01 -0.13

Entry 2:
# C5H11N

A single C5H11N molecule in a non-equilibrium geometry (wB97M-V/def2-TZVPD, the Open Molecules 2025 dataset).

Its relative energy (zero: lowest compared OMol25 entry of this formula, charge and spin) is 54.4 kcal/mol. The HOMO energy is -0.325 hartree. As for the net charge: 0. As for the SMILES: CCN1C[C@H]1C. For the HOMO-LUMO gap, the calculation gives 10.079 eV.

Cartesian coordinates (Å):
N 0.682 -0.064 -0.009
C -0.778 1.885 -0.765
C 0.101 1.192 0.330
C 0.152 -1.302 0.516
C 1.580 0.724 0.750
C -0.592 -1.989 -0.611
H -1.071 2.899 -0.477
H 1.842 0.244 1.730
H -0.961 -2.967 -0.294
H -1.433 -1.370 -0.941
H -0.513 -1.103 1.373
H 0.097 -2.109 -1.453
H -0.373 1.390 1.289
H 2.427 1.255 0.328
H 0.969 -1.945 0.864
H -1.754 1.352 -0.846
H -0.375 1.908 -1.785

Cartesian forces, eV/Å:
-0.07 0.02 -0.33
0.46 0.19 0.17
-0.10 0.07 0.43
-0.04 -0.22 0.12
-0.13 0.60 -0.32
-0.10 -0.13 -0.01
0.31 0.00 0.00
-0.78 1.22 -0.27
-0.07 0.04 -0.10
0.09 -0.17 0.02
0.14 -0.11 -0.06
-0.19 -0.07 0.09
-0.61 -0.97 0.21
0.05 -0.53 -0.59
-0.01 0.17 -0.05
0.78 -0.07 0.31
0.26 -0.04 0.38

What is the formula in the first record? C29H58N2O6Si2

Which formula does entry 1 have? C29H58N2O6Si2